Formula: C46H65N11
Source: the OMol25 dataset
Level of theory: ωB97M-V with the def2-TZVPD basis set

Structure (XYZ):
```
122
Properties=species:S:1:pos:R:3:forces:R:3:mulliken_spin:R:1
N 1.3838 -0.3906 -0.5582 0.5095 1.6368 1.1708 0.001
C 0.9762 0.3062 0.5613 -1.4435 -0.1791 -0.6361 0.009
C 0.1193 -0.5034 1.2665 1.1876 -1.1683 -0.3588 -0.007
C 0.2458 -1.8311 0.6760 -0.7555 1.3884 -0.5340 0.000
C 0.9623 -1.6696 -0.5196 -0.2575 -0.5504 1.3706 -0.002
H 1.8378 0.1484 -1.2816 0.1433 -0.6105 -0.4491 0.001
H 1.0511 1.3788 0.6627 0.3211 -0.1419 -0.2958 0.000
H -0.5420 -0.1496 2.0436 0.1769 -0.2279 0.2321 0.003
H -0.3256 -2.6763 1.0302 0.2558 -0.2715 -0.3104 0.002
H 1.2709 -2.3747 -1.2772 -0.1980 0.0625 0.1553 0.001
N 3.9165 -5.7640 -2.8341 -0.7861 1.3894 0.0105 0.000
C 3.5074 -5.7667 -4.1891 0.6881 -0.2699 1.6332 0.000
C 2.7348 -4.6561 -4.4165 0.3901 -0.9127 0.2269 0.000
C 2.6826 -3.9837 -3.1888 -1.0058 0.9891 1.5524 0.000
C 3.3824 -4.6129 -2.1777 -0.0339 -1.3884 -2.7833 0.000
H 4.4644 -6.4731 -2.3682 -0.0755 0.1362 -0.3616 0.000
H 3.8175 -6.5924 -4.8125 -0.0622 0.1601 -0.0398 0.000
H 2.1686 -4.4055 -5.3014 0.2798 -0.0417 0.0000 0.000
H 1.9655 -3.2047 -2.9759 0.3124 0.3957 -0.1980 0.000
H 3.4241 -4.3477 -1.1316 0.3383 -0.4120 -0.1095 0.000
N 3.0849 5.0659 0.5838 -0.1132 -1.5487 0.4926 0.000
C 2.8973 3.6599 0.6753 -0.2580 1.5141 -1.0642 -0.001
C 4.1027 3.1319 1.0454 0.8514 -0.0637 1.0086 0.000
C 5.0054 4.1827 1.3908 -1.6392 1.1876 -0.8404 0.000
C 4.3104 5.3490 1.0352 1.7700 0.0299 1.3004 0.000
H 2.4975 5.8417 0.3133 -0.5955 -0.7560 0.0264 0.000
H 1.9198 3.2634 0.4435 0.3514 -0.1780 -0.2631 0.000
H 4.4809 2.1291 1.1786 -0.9038 -0.3317 -0.1050 0.000
H 5.9301 4.0647 1.9361 0.0632 0.2025 -0.4159 0.000
H 4.5276 6.3916 1.2151 0.4219 -0.0585 -0.1778 0.000
N -5.4709 -2.1317 1.9412 1.1046 0.4755 -0.0755 0.000
C -4.1156 -2.3883 1.9305 -1.5862 -2.7849 2.1184 0.035
C -3.4352 -1.4162 1.3380 1.2629 -0.4045 -1.1133 -0.010
C -4.3866 -0.5371 0.8365 -1.1990 1.7324 0.1515 0.020
C -5.6508 -0.9377 1.2773 0.2940 -0.5972 0.0349 0.046
H -6.1140 -2.7072 2.4658 -0.2085 0.3880 -0.4353 -0.001
H -3.8107 -3.3447 2.3290 0.2897 -0.0101 -0.0867 -0.006
H -2.4036 -1.5886 1.0686 0.1211 0.7437 -0.0123 0.000
H -4.1191 0.3573 0.2935 -0.4065 -0.0116 -0.1518 0.005
H -6.6657 -0.5826 1.1757 0.3012 0.3788 -0.2487 0.000
N 2.0373 3.8679 5.4077 0.2900 1.4751 0.7122 0.000
C 2.2078 3.3991 4.1707 0.4426 -0.4927 -0.6292 -0.001
C 1.5862 2.1578 4.1432 2.0917 0.1758 -3.4930 0.002
C 1.0511 1.8873 5.3388 -0.7112 1.4267 4.3541 0.002
C 1.3372 3.0294 6.1814 -1.1190 -2.1160 -0.4073 0.000
H 2.3875 4.7848 5.6460 -0.1537 -0.1880 0.4074 0.000
H 2.7736 4.0335 3.5044 -0.0395 -0.5654 -0.4566 0.000
H 1.7381 1.4467 3.3447 -0.3571 0.0962 -0.2492 0.000
H 0.5878 0.9696 5.6696 -0.0319 0.1161 0.0296 0.000
H 1.0532 3.2907 7.1901 0.0947 -0.1852 -0.1033 0.000
N -2.8835 3.3402 -0.3780 0.5610 -1.1763 0.0827 0.000
C -2.1225 2.2088 -0.1246 0.6087 -0.5836 -1.4914 0.001
C -1.5169 1.8148 -1.3377 -0.9479 1.4694 0.7020 -0.001
C -1.9390 2.7895 -2.2893 0.8614 -0.8768 -1.2135 0.000
C -2.7678 3.6673 -1.7160 -1.6077 0.9696 1.7521 0.000
H -3.5212 3.7582 0.2843 0.2968 0.0092 -0.1971 0.000
H -2.0504 1.7126 0.8319 -0.1498 0.3382 0.0646 -0.001
H -0.8584 1.0195 -1.6545 0.0119 -0.1576 0.7700 0.001
H -1.6479 2.8189 -3.3290 -0.0563 -0.0867 0.0097 0.000
H -3.4430 4.4411 -2.0505 0.4688 0.0858 -0.4427 0.000
N -0.1506 5.0539 3.5223 -0.1358 1.0851 1.4492 0.000
C -0.8083 6.2837 3.6219 0.7177 0.1344 -0.3054 0.000
C -1.1545 6.7307 2.3543 0.9681 -2.9463 0.2967 0.000
C -0.7598 5.6092 1.5081 0.8823 -0.0182 -0.1655 0.000
C -0.0452 4.6292 2.2589 -2.0247 2.1869 -1.6975 0.000
H 0.3963 4.5960 4.2374 -0.5164 0.3286 0.2177 0.000
H -0.8544 6.8243 4.5557 -0.0174 -0.2822 0.0686 0.000
H -1.5621 7.6819 2.0454 -0.1823 -0.2563 0.1557 0.000
H -0.9398 5.5878 0.4434 0.1656 -0.1549 -0.0528 0.000
H 0.5355 3.7488 2.0266 -0.4195 0.1085 -0.1567 0.001
N -2.8677 -1.6073 5.1331 0.2040 1.8886 0.7532 -0.042
C -2.7792 -2.9456 5.0276 -0.3378 0.7131 -1.2851 0.352
C -1.5597 -3.1758 4.3669 3.1110 0.5155 -0.5507 0.149
C -0.7902 -1.9796 4.2830 -2.7098 -1.2187 0.2101 0.103
C -1.7050 -0.9891 4.7567 0.2564 -0.8337 -0.5119 0.321
H -3.6551 -1.0243 5.3786 -0.2381 -0.5139 0.3021 0.000
H -3.6108 -3.5987 5.2473 0.1708 -0.0030 0.1325 -0.009
H -1.1774 -4.0932 3.9443 -0.3220 -0.2559 0.3655 0.006
H 0.1413 -1.7915 3.7699 0.0429 -0.1447 0.1964 0.007
H -1.5985 0.0854 4.7355 -0.1382 0.0339 0.1643 0.012
N 7.1215 -1.2919 -1.5754 -1.4270 0.3108 -0.5051 0.000
C 5.7369 -1.3326 -1.6384 0.8077 -0.5245 1.5253 0.000
C 5.2959 -0.5848 -0.5352 -1.2845 -0.1270 -1.4240 0.001
C 6.3754 0.0693 0.0503 1.8188 -0.4616 -0.3081 0.000
C 7.4912 -0.4015 -0.6300 1.0780 -0.4142 0.6758 0.000
H 7.7131 -1.9708 -2.0327 0.0344 0.5129 -0.0700 0.000
H 5.3084 -2.0339 -2.3392 -0.4479 0.1588 0.2753 0.000
H 4.2731 -0.4078 -0.2368 -0.1066 -0.1945 -0.2087 0.000
H 6.4178 0.7315 0.9024 -0.1810 -0.0246 -0.1673 0.000
H 8.5602 -0.3359 -0.4909 -0.1145 0.5574 0.4002 0.000
N 3.6580 0.8180 -2.7557 2.5103 -0.1498 1.3602 0.000
C 3.1135 -0.2283 -3.4066 -1.3923 0.7188 -1.3814 0.000
C 1.8150 0.1878 -3.7618 1.1740 0.4516 0.9505 0.000
C 1.6864 1.4831 -3.1485 -2.5142 -0.1431 -1.6231 0.000
C 2.8156 1.8430 -2.5168 0.2156 0.0365 -0.1546 0.000
H 4.6184 0.8112 -2.4433 -0.1291 -0.1679 0.1645 0.000
H 3.7521 -1.0439 -3.7122 -0.3451 -0.0838 0.0915 0.000
H 1.0661 -0.2890 -4.3768 0.1942 -0.1569 0.1383 0.000
H 0.8522 2.1467 -3.3223 -0.1955 -0.1290 0.3311 0.000
H 3.0335 2.7277 -1.9370 0.3388 -0.1848 -0.1709 0.000
C -4.1982 -2.0734 -5.2136 1.9053 0.8911 -0.0246 0.000
C -4.3759 -3.1170 -4.1178 -2.4256 0.5593 -1.6014 0.000
N -4.5652 -2.5203 -2.8213 1.1798 0.5010 0.8371 0.000
C -3.4231 -1.6766 -2.4256 -0.5204 0.1957 1.1133 0.000
C -2.0560 -2.3674 -2.2610 -1.5953 1.1214 -0.3026 -0.001
C -4.8473 -3.4977 -1.7649 -1.6557 -1.3256 -0.5709 -0.001
C -6.0700 -4.5018 -2.0724 0.7902 1.0017 -0.5389 0.000
H -4.7945 -1.1691 -5.0924 -0.3316 -0.2962 0.0605 0.000
H -4.1884 -2.3912 -6.2562 -0.8462 -0.6331 0.1532 0.000
H -3.1653 -1.7265 -5.1813 0.3041 0.4161 0.3376 0.000
H -5.3889 -3.4565 -4.3337 0.1371 -1.0343 -0.1078 0.000
H -3.6550 -3.9186 -4.2790 0.2273 -0.2428 0.5276 0.000
H -3.3184 -0.7186 -2.9349 -0.2858 -0.4394 -1.1460 0.000
H -3.6560 -1.2446 -1.4523 -0.2653 -0.3744 0.3178 0.001
H -1.9094 -3.0585 -3.0911 0.5167 -0.0246 0.2362 0.000
H -1.4523 -1.4612 -2.3091 1.0392 -0.7083 0.2552 0.001
H -2.1047 -2.8267 -1.2737 0.7860 -0.2762 -0.2313 0.000
H -5.0513 -2.9902 -0.8221 -0.0565 0.3131 -0.1205 0.001
H -4.0213 -4.1804 -1.5654 0.5165 -0.0388 -0.0333 0.000
H -5.8003 -5.2533 -2.8145 0.4619 -0.2591 0.3276 0.000
H -6.9277 -4.0584 -2.5781 -0.0548 0.6627 0.3954 0.000
H -6.4266 -4.9880 -1.1643 0.2021 0.0137 0.0100 0.000
```
Positions in Å, forces in eV/Å.

- HOMO-LUMO gap (spin up / spin down): 6.87 / 2.55 eV
- Net charge: +1
- Strongest force on any atom: 4.6 eV/Å
- DFT total energy: -2393.613665 a.u.
- 2S+1: 2